No. 1
ORCA calculation (ωB97M-V/def2-TZVPD) on a cluster of 15 separate species, C52H108N17O27 in total in a non-equilibrium geometry.

```
! wB97M-V def2-TZVPD RIJCOSX def2/J DEFGRID3
* xyz 3 1
C 2.247 5.730 2.036
N 1.696 4.372 1.743
C 2.069 3.643 0.685
C 1.765 2.290 0.631
C 1.010 1.746 1.684
C 0.493 2.587 2.679
C 0.893 3.891 2.655
C 0.682 0.313 1.660
C 0.434 -0.240 0.381
C -0.008 -1.527 0.238
N -0.154 -2.284 1.364
C 0.261 -1.864 2.568
C 0.708 -0.580 2.744
C -0.718 -3.544 1.188
H 2.807 6.083 1.159
H 2.967 5.505 2.805
H 1.513 6.496 2.219
H 2.761 4.192 0.030
H 2.218 1.751 -0.161
H -0.046 2.221 3.526
H 0.629 4.537 3.484
H 0.588 0.338 -0.527
H -0.358 -1.887 -0.729
H 0.282 -2.548 3.363
H 0.901 -0.213 3.728
H -1.538 -3.439 0.503
H -1.003 -3.872 2.172
H 0.012 -4.213 0.745
C 3.489 -7.665 -0.522
N 3.826 -6.254 -0.351
C 3.092 -5.439 0.451
C 3.413 -4.109 0.509
C 4.563 -3.597 -0.184
C 5.339 -4.439 -0.884
C 4.925 -5.784 -0.962
C 4.932 -2.148 -0.014
C 4.917 -1.562 1.276
C 5.209 -0.215 1.421
N 5.589 0.528 0.341
C 5.694 -0.078 -0.910
C 5.377 -1.385 -1.080
C 5.965 1.928 0.531
H 2.719 -7.593 -1.272
H 3.126 -8.071 0.400
H 4.315 -8.260 -0.887
H 2.264 -5.847 0.990
H 2.826 -3.414 1.087
H 6.255 -4.138 -1.338
H 5.542 -6.523 -1.486
H 4.415 -2.046 2.119
H 5.049 0.267 2.391
H 6.156 0.531 -1.668
H 5.553 -1.767 -2.079
H 5.464 2.487 -0.241
H 7.033 2.039 0.368
H 5.609 2.273 1.492
C -3.905 -5.310 -4.206
C -4.211 -5.398 -2.736
C -3.000 -5.841 -1.878
O -3.415 -5.682 -0.528
C -2.720 -6.541 0.355
N -4.624 -4.101 -2.135
H -5.290 -3.617 -2.722
H -5.016 -4.233 -1.221
H -3.830 -3.443 -2.059
H -4.804 -5.227 -4.849
H -3.453 -6.269 -4.522
H -3.237 -4.509 -4.554
H -5.068 -5.996 -2.552
H -2.095 -5.264 -2.006
H -2.728 -6.880 -2.131
H -3.031 -6.349 1.391
H -1.646 -6.390 0.199
H -3.012 -7.579 0.124
C -4.223 2.242 5.525
C -3.092 3.143 5.044
C -1.908 3.095 5.998
O -0.716 3.768 5.522
C -0.639 5.137 5.627
N -2.672 2.817 3.658
H -2.454 1.817 3.423
H -3.338 3.165 2.943
H -1.738 3.297 3.523
H -3.836 1.322 5.936
H -4.969 2.151 4.755
H -4.782 2.793 6.288
H -3.416 4.159 5.067
H -1.586 2.110 6.236
H -2.303 3.650 6.844
H -1.451 5.511 6.288
H -0.743 5.688 4.667
H 0.302 5.446 6.045
C 1.503 8.408 -3.732
N 2.623 7.657 -3.053
C 2.324 6.179 -3.253
C 3.938 8.059 -3.674
C 2.757 8.109 -1.564
C 1.386 8.161 -0.784
O 0.656 6.971 -1.063
H 0.559 8.015 -3.411
H 1.551 8.153 -4.798
H 1.711 9.484 -3.645
H 1.422 5.881 -2.732
H 3.164 5.563 -2.979
H 2.176 6.065 -4.350
H 4.726 7.553 -3.132
H 4.054 9.130 -3.681
H 3.932 7.634 -4.667
H 3.138 9.124 -1.606
H 3.494 7.425 -1.135
H 0.881 9.117 -0.957
H 1.754 8.194 0.236
H 0.157 6.720 -0.255
C -3.942 -4.296 3.699
N -5.219 -3.754 3.123
C -5.754 -4.660 2.026
C -6.220 -3.591 4.218
C -5.057 -2.184 2.537
C -4.001 -2.091 1.430
O -4.419 -2.535 0.192
H -3.387 -3.656 4.403
H -3.303 -4.546 2.862
H -4.274 -5.255 4.119
H -5.124 -4.509 1.111
H -6.780 -4.380 1.801
H -5.654 -5.672 2.339
H -6.217 -4.620 4.616
H -7.222 -3.354 3.858
H -5.906 -2.935 5.026
H -4.645 -1.673 3.431
H -6.063 -1.940 2.229
H -3.139 -2.632 1.782
H -3.727 -1.045 1.450
H -3.679 -2.613 -0.412
C -2.979 3.642 -4.021
N -2.193 3.688 -2.710
C -1.005 2.812 -2.778
C -1.726 5.118 -2.477
C -3.208 3.304 -1.549
C -2.487 2.955 -0.241
O -2.051 1.610 -0.180
H -3.156 2.596 -4.286
H -2.402 4.086 -4.838
H -3.907 4.164 -3.887
H -1.307 1.770 -2.870
H -0.395 2.898 -1.898
H -0.464 3.163 -3.645
H -1.074 5.420 -3.290
H -1.169 5.170 -1.549
H -2.570 5.758 -2.357
H -3.753 2.426 -1.906
H -3.807 4.217 -1.450
H -3.167 3.261 0.542
H -1.622 3.612 -0.089
H -2.603 1.060 0.395
C 2.307 -4.537 -3.056
N 1.289 -4.011 -4.068
C 1.710 -4.597 -5.369
C -0.140 -4.477 -3.790
C 1.175 -2.464 -4.022
C 2.304 -1.729 -4.725
O 3.510 -2.003 -4.068
H 3.246 -4.038 -3.301
H 2.270 -5.592 -3.196
H 2.015 -4.278 -2.027
H 1.589 -5.663 -5.227
H 2.754 -4.321 -5.614
H 1.061 -4.294 -6.191
H -0.516 -3.970 -2.910
H -0.112 -5.548 -3.670
H -0.737 -4.173 -4.640
H 1.074 -2.193 -2.985
H 0.226 -2.234 -4.509
H 2.074 -0.663 -4.675
H 2.361 -2.063 -5.764
H 4.258 -1.869 -4.646
N 3.330 2.125 3.421
O 2.859 1.163 3.977
O 3.433 3.168 4.019
O 3.713 2.040 2.194
N -2.036 -0.735 3.760
O -1.271 -0.189 4.510
O -2.779 -0.072 2.945
O -2.209 -2.003 3.687
N 2.431 -4.169 3.186
O 1.497 -4.605 2.426
O 3.141 -5.033 3.705
O 2.691 -2.940 3.245
N -2.457 -1.406 -2.593
O -1.436 -0.910 -3.034
O -3.536 -0.832 -2.601
O -2.314 -2.605 -2.117
N 5.348 5.354 0.028
O 4.455 5.043 -0.907
O 6.349 4.612 0.071
O 5.012 6.304 0.801
N 0.576 -6.588 -1.277
O 1.042 -6.897 -2.428
O 0.613 -7.428 -0.336
O 0.168 -5.461 -1.063
N -1.642 5.628 1.222
O -1.976 4.888 2.168
O -0.527 6.151 1.186
O -2.442 5.835 0.299
*
```

Output
relative energy (zero: lowest compared OMol25 entry of this formula, charge and spin): 18.27 kcal/mol

No. 2
ORCA calculation (ωB97M-V/def2-TZVPD) on a cluster of 2 separate species, C9H23NO2P in total in a non-equilibrium geometry.

```
! wB97M-V def2-TZVPD RIJCOSX def2/J DEFGRID3
* xyz 1 1
C 1.348 -4.030 -0.710
C 1.380 -2.531 -0.944
C 0.544 3.118 -1.165
C -2.002 0.856 1.186
C 1.253 3.447 -2.514
C -2.565 -0.120 2.311
C 0.170 1.594 -1.110
C -0.610 1.164 1.657
C 0.304 -1.923 -0.159
N 0.593 -2.286 1.263
O 1.812 4.722 -2.611
O -1.780 -1.338 2.075
P 0.645 0.621 0.374
H 0.402 -4.552 -1.025
H 2.218 -4.515 -1.004
H 1.608 -4.277 0.425
H 1.191 -2.564 -1.978
H 2.419 -2.155 -0.808
H 1.043 3.437 -0.247
H -0.359 3.666 -1.105
H -1.973 0.248 0.282
H -2.543 1.782 1.125
H 2.211 2.750 -2.738
H 0.421 3.192 -3.199
H -2.453 0.274 3.292
H -3.637 -0.457 2.123
H -0.991 1.502 -1.124
H 0.504 1.065 -1.955
H -0.476 2.309 1.781
H -0.374 0.724 2.626
H -0.699 -2.041 -0.444
H 1.359 -1.775 1.664
H 0.605 -3.316 1.438
H -0.249 -1.916 1.907
H 1.170 5.398 -2.753
H -2.488 -2.074 2.067
*
```

Output
relative energy (zero: lowest compared OMol25 entry of this formula, charge and spin): 92.91 kcal/mol

No. 3
ORCA calculation (ωB97M-V/def2-TZVPD) on a structure of composition C6H19F6N3O7S2 in a non-equilibrium geometry.

```
! wB97M-V def2-TZVPD RIJCOSX def2/J DEFGRID3
* xyz 0 1
N -0.277 -1.755 0.858
H -0.121 -1.753 1.881
H 0.317 -1.029 0.381
H -1.292 -1.596 0.611
H 0.046 -2.689 0.533
C -2.128 1.632 0.884
F -1.178 1.445 1.791
F -2.691 2.802 1.119
F -1.629 1.628 -0.339
S -3.459 0.247 0.997
O -3.480 -0.172 2.364
O -4.719 0.754 0.525
N -2.761 -0.934 0.060
S -3.415 -0.970 -1.352
O -4.463 -1.965 -1.513
O -3.762 0.294 -1.964
C -1.996 -1.514 -2.449
F -1.460 -2.630 -1.906
F -2.401 -1.752 -3.683
F -1.050 -0.576 -2.492
O 0.041 -1.262 3.580
H -0.452 -1.464 4.385
H 0.883 -0.907 3.889
O 1.059 -3.972 -0.060
H 0.902 -4.888 0.204
H 1.835 -4.010 -0.630
C 2.747 0.759 1.425
C 2.044 1.154 0.144
C 2.995 1.892 -0.816
O 2.414 2.148 -2.082
C 1.510 3.255 -2.053
N 1.523 -0.053 -0.535
H 3.688 0.211 1.314
H 2.094 0.141 2.046
H 3.003 1.587 2.090
H 1.211 1.763 0.500
H 3.813 1.207 -1.032
H 3.245 2.834 -0.319
H 1.153 3.469 -3.053
H 1.958 4.058 -1.463
H 0.630 2.941 -1.475
H 1.306 0.275 -1.486
H 2.318 -0.605 -0.880
*
```

Output
E_tot: -63306.767 eV

Copy entry 2 word for word.
ORCA calculation (ωB97M-V/def2-TZVPD) on a cluster of 2 separate species, C9H23NO2P in total in a non-equilibrium geometry.

```
! wB97M-V def2-TZVPD RIJCOSX def2/J DEFGRID3
* xyz 1 1
C 1.348 -4.030 -0.710
C 1.380 -2.531 -0.944
C 0.544 3.118 -1.165
C -2.002 0.856 1.186
C 1.253 3.447 -2.514
C -2.565 -0.120 2.311
C 0.170 1.594 -1.110
C -0.610 1.164 1.657
C 0.304 -1.923 -0.159
N 0.593 -2.286 1.263
O 1.812 4.722 -2.611
O -1.780 -1.338 2.075
P 0.645 0.621 0.374
H 0.402 -4.552 -1.025
H 2.218 -4.515 -1.004
H 1.608 -4.277 0.425
H 1.191 -2.564 -1.978
H 2.419 -2.155 -0.808
H 1.043 3.437 -0.247
H -0.359 3.666 -1.105
H -1.973 0.248 0.282
H -2.543 1.782 1.125
H 2.211 2.750 -2.738
H 0.421 3.192 -3.199
H -2.453 0.274 3.292
H -3.637 -0.457 2.123
H -0.991 1.502 -1.124
H 0.504 1.065 -1.955
H -0.476 2.309 1.781
H -0.374 0.724 2.626
H -0.699 -2.041 -0.444
H 1.359 -1.775 1.664
H 0.605 -3.316 1.438
H -0.249 -1.916 1.907
H 1.170 5.398 -2.753
H -2.488 -2.074 2.067
*
```

Output
relative energy (zero: lowest compared OMol25 entry of this formula, charge and spin): 92.91 kcal/mol